This record from the Open Molecules 2025 dataset describes 13 unconnected molecules or ions with the total composition C48H87N9O4. The level of theory is ωB97M-V/def2-TZVPD.

The gap between HOMO and LUMO is 0.3689 Ha. The calculation puts the molar mass at 854.3 u.

Each line ends with the Mulliken charge.
Cartesian coordinates (Å):
C -1.43 -4.87 1.32  -0.302
C -0.22 -4.24 2.03  0.733
O 0.77 -4.86 1.97  -0.537
C -0.33 -2.88 2.76  -0.042
H -2.37 -4.38 1.73  -0.335
H -1.63 -5.94 1.41  0.468
H -1.41 -4.63 0.30  -0.082
H 0.24 -3.02 3.70  0.470
H -1.32 -2.60 3.05  0.159
H 0.12 -2.14 2.13  -0.516
C -6.17 -2.62 1.30  -0.592
C -5.79 -2.77 2.76  0.630
O -6.50 -2.23 3.57  -0.594
C -4.52 -3.46 3.09  0.085
H -7.14 -2.12 1.21  0.334
H -6.20 -3.64 0.85  0.376
H -5.42 -2.06 0.72  -0.140
H -3.78 -3.08 2.40  -0.803
H -4.63 -4.51 2.86  0.485
H -4.32 -3.24 4.15  0.247
C -0.42 1.51 4.58  0.180
C -0.06 0.21 5.07  0.949
O 1.10 -0.20 4.93  -0.593
C -1.13 -0.72 5.72  -1.193
H -1.00 1.33 3.69  -0.477
H 0.38 2.16 4.26  -0.414
H -1.16 2.04 5.17  0.553
H -0.73 -1.64 6.11  0.318
H -1.93 -0.89 4.98  0.038
H -1.60 -0.16 6.54  0.461
C 2.26 -4.10 -0.71  -0.828
C 0.99 -4.14 -1.54  0.608
O 0.07 -3.37 -1.33  -0.345
C 0.71 -5.30 -2.53  -1.702
H 3.16 -3.93 -1.34  0.590
H 2.32 -4.99 -0.14  0.550
H 2.25 -3.15 -0.01  -0.187
H -0.05 -5.01 -3.28  0.315
H 0.18 -6.14 -2.02  0.348
H 1.60 -5.65 -2.99  0.453
C -3.12 3.59 2.21  -1.081
C -4.28 3.00 1.43  0.105
C -4.82 1.66 2.00  -0.810
C -3.77 0.64 2.24  0.084
N -3.07 -0.22 2.50  -0.098
H -3.08 4.68 2.10  0.426
H -2.20 3.24 1.82  0.130
H -3.19 3.39 3.26  0.341
H -3.92 2.84 0.39  -0.208
H -5.16 3.62 1.40  0.439
H -5.47 1.27 1.22  0.306
H -5.36 1.92 2.94  0.431
C 4.78 -3.18 2.00  -0.995
C 3.75 -2.85 3.11  -0.450
C 3.54 -1.32 3.13  -0.368
C 2.90 -0.96 1.89  -0.427
N 2.41 -0.54 0.99  0.607
H 4.45 -2.81 1.03  0.010
H 5.02 -4.21 1.90  0.438
H 5.74 -2.69 2.26  0.331
H 4.13 -3.11 4.10  0.457
H 2.84 -3.39 3.04  0.125
H 4.50 -0.82 3.22  0.390
H 2.93 -0.99 3.96  0.083
C -3.02 3.15 -2.73  -0.943
C -1.60 3.27 -3.30  0.276
C -1.17 1.98 -4.00  1.113
C -1.92 1.74 -5.25  -0.069
N -2.47 1.58 -6.25  -0.582
H -3.32 3.99 -2.16  0.524
H -3.01 2.38 -1.93  -0.087
H -3.80 2.80 -3.44  0.220
H -0.81 3.38 -2.57  -0.629
H -1.50 4.07 -4.02  0.521
H -1.35 1.11 -3.31  -0.860
H -0.14 1.96 -4.33  0.445
C 2.36 2.95 1.58  -0.792
C 3.48 3.56 2.48  -0.549
C 2.99 3.81 3.89  -0.502
C 1.80 4.62 4.04  0.235
N 0.75 5.12 3.97  -0.623
H 1.42 3.52 1.65  0.421
H 2.19 1.93 1.89  0.320
H 2.63 3.00 0.53  0.117
H 3.86 4.46 1.95  0.384
H 4.24 2.84 2.52  0.276
H 3.68 4.37 4.51  0.489
H 2.83 2.88 4.46  0.221
C 2.29 -0.74 -3.04  -0.121
C 3.17 -1.87 -3.68  -0.087
C 2.71 -2.06 -5.08  -0.352
C 3.35 -3.15 -5.78  0.028
N 3.89 -3.91 -6.49  -0.489
H 2.41 0.19 -3.60  0.635
H 2.59 -0.60 -1.99  -0.588
H 1.22 -0.89 -3.08  -0.054
H 3.11 -2.83 -3.17  -0.030
H 4.25 -1.65 -3.72  0.325
H 2.96 -1.15 -5.60  0.374
H 1.65 -2.22 -5.00  0.289
C 6.82 -0.53 -1.44  -1.121
C 5.93 0.65 -1.82  -0.550
C 4.86 0.72 -0.75  1.697
C 5.41 0.82 0.59  0.182
N 5.82 0.84 1.69  -0.786
H 7.61 -0.85 -2.19  0.328
H 6.14 -1.37 -1.37  0.213
H 7.24 -0.37 -0.44  0.401
H 5.49 0.49 -2.79  0.349
H 6.45 1.59 -1.84  0.382
H 4.23 -0.19 -0.72  -0.689
H 4.11 1.55 -0.89  -0.373
C -5.48 -0.38 -4.31  -0.902
C -5.14 -1.64 -3.53  0.067
C -3.94 -2.43 -4.10  -0.524
C -2.76 -1.65 -3.81  -0.005
N -1.81 -1.11 -3.44  -0.274
H -4.73 0.41 -4.20  0.089
H -6.51 -0.10 -4.04  0.362
H -5.63 -0.62 -5.41  0.305
H -5.99 -2.38 -3.55  0.373
H -4.94 -1.52 -2.46  -0.171
H -4.05 -2.72 -5.18  0.374
H -3.82 -3.35 -3.54  0.256
C 1.38 6.32 0.57  -0.644
C 1.24 6.78 -0.86  -0.821
C 0.61 5.69 -1.76  -0.516
C 1.32 4.43 -1.87  0.540
N 1.93 3.46 -1.86  -0.487
H 1.72 7.11 1.22  0.437
H 2.07 5.46 0.66  -0.121
H 0.43 6.02 1.05  0.242
H 2.17 7.06 -1.26  0.399
H 0.55 7.69 -0.98  0.319
H 0.40 6.13 -2.73  0.528
H -0.34 5.46 -1.32  0.229
C -0.38 0.92 0.09  -0.159
C -0.58 -0.49 -0.57  1.591
C -1.88 -1.23 -0.29  1.290
C -3.03 -0.47 -0.81  -0.855
N -3.80 0.31 -1.16  -0.573
H -0.42 0.78 1.16  -0.173
H -1.15 1.64 -0.19  0.146
H 0.61 1.33 -0.24  -0.063
H 0.16 -1.17 -0.21  -0.148
H -0.50 -0.48 -1.64  -0.966
H -2.13 -1.30 0.73  -0.372
H -1.86 -2.21 -0.76  0.403

***

This record from the Open Molecules 2025 dataset describes a gas-phase ion, C3H8N3O (charge +1). The level of theory is ωB97M-V/def2-TZVPD.

As for the energy above the lowest of the compared OMol25 structures with the same formula, charge and spin: 448.3 kJ/mol. As for the charge: +1. The gap between HOMO and LUMO is 0.2605 Ha. The calculation puts the molar mass at 102.1 u.

Each line ends with the Mulliken charge.
Cartesian coordinates (Å):
C -0.29 -0.78 -0.09  0.503
C 1.22 -1.01 -0.38  -0.303
C 2.08 1.09 0.09  0.053
N -0.90 -1.83 0.27  -0.663
N -0.62 0.50 -0.26  -0.571
N -1.93 0.85 0.22  -0.274
O 1.98 -0.12 0.39  -0.173
H 1.46 -2.03 -0.07  0.271
H 1.36 -0.87 -1.45  0.282
H 1.74 1.49 -0.86  0.315
H 2.56 1.73 0.82  0.305
H -1.91 -1.87 0.29  0.217
H -2.65 0.73 -0.52  0.345
H -1.90 1.84 0.49  0.334
H -2.22 0.28 1.04  0.360

***

This record from the Open Molecules 2025 dataset describes a molecular structure, C61H48AsN2O4PdS2. The level of theory is ωB97M-V/def2-TZVPD.

As for the energy above the lowest of the compared OMol25 structures with the same formula, charge and spin: 0.0 kJ/mol. Its expectation value of S² is 2.006. As for the charge: +1. The gap between HOMO and LUMO (alpha / beta) is 0.2718 / 0.2421 Ha. The multiplicity is 3. The calculation puts the molar mass at 1118.5 u.

Each line ends with the Löwdin spin population.
Cartesian coordinates (Å):
Pd 0.91 0.63 0.26  1.425
C -7.12 -2.01 2.16  0.000
C -5.87 -1.42 1.59  0.000
C -5.08 -2.16 0.71  0.000
C -3.92 -1.63 0.17  0.000
C -3.54 -0.34 0.53  -0.001
C -4.30 0.41 1.41  0.000
C -5.46 -0.13 1.93  0.000
S -1.99 0.28 -0.03  0.000
O -1.11 -0.92 -0.33  0.037
C -2.37 0.95 -1.65  0.000
C -3.68 0.81 -2.17  0.000
C -3.96 1.21 -3.44  0.000
C -2.95 1.73 -4.27  0.000
C -3.24 2.10 -5.61  0.000
C -2.26 2.59 -6.42  0.000
C -0.95 2.74 -5.92  0.000
C -0.65 2.40 -4.64  0.001
C -1.65 1.89 -3.76  0.002
C -1.36 1.51 -2.40  0.003
C 0.06 1.87 -2.00  0.031
C 0.32 3.27 -1.77  0.000
C -0.72 4.18 -1.47  0.003
C -0.44 5.49 -1.22  -0.001
C 0.89 5.96 -1.28  0.003
C 1.91 5.11 -1.59  -0.001
C 1.65 3.74 -1.85  0.002
C 2.70 2.85 -2.22  -0.003
C 2.46 1.53 -2.41  0.001
C 1.13 1.04 -2.27  0.012
S 0.90 -0.74 -2.34  0.002
O 1.78 -1.16 -1.16  0.047
C 1.79 -1.09 -3.82  0.001
C 3.06 -1.64 -3.75  0.001
C 3.74 -1.91 -4.93  0.000
C 3.16 -1.65 -6.17  0.000
C 3.90 -1.98 -7.43  0.000
C 1.88 -1.11 -6.20  0.000
C 1.18 -0.84 -5.04  0.001
H -7.87 -2.16 1.37  0.000
H -7.56 -1.36 2.91  0.000
H -6.93 -2.98 2.61  0.000
H -5.38 -3.17 0.45  0.000
H -3.28 -2.21 -0.49  0.000
H -3.97 1.40 1.71  0.000
H -6.06 0.44 2.62  0.000
H -4.46 0.38 -1.56  0.000
H -4.97 1.11 -3.83  0.000
H -4.25 1.98 -5.98  0.000
H -2.49 2.87 -7.44  0.000
H -0.17 3.12 -6.57  0.000
H 0.37 2.53 -4.30  0.001
H -1.74 3.82 -1.43  0.000
H -1.24 6.17 -0.98  0.000
H 1.10 7.00 -1.08  0.000
H 2.93 5.46 -1.64  0.000
H 3.70 3.25 -2.30  0.000
H 3.26 0.84 -2.63  0.000
H 3.50 -1.84 -2.78  0.000
H 4.73 -2.34 -4.88  0.000
H 4.98 -1.89 -7.30  0.000
H 3.59 -1.32 -8.25  0.000
H 3.69 -3.00 -7.74  0.000
H 1.42 -0.90 -7.16  0.000
H 0.18 -0.42 -5.09  0.000
O 2.70 1.57 0.45  0.176
C 3.20 1.92 1.61  0.013
C 4.59 1.84 1.78  0.013
C 5.18 2.18 2.98  0.001
C 4.41 2.62 4.05  0.007
C 3.05 2.73 3.89  -0.001
C 2.42 2.40 2.68  0.008
C 0.98 2.62 2.51  0.008
N 0.26 2.46 1.41  0.089
C -1.01 2.89 1.71  0.008
C -1.06 3.34 2.99  0.005
N 0.21 3.16 3.48  0.005
H 5.18 1.48 0.95  0.000
H 6.26 2.11 3.08  0.000
H 4.87 2.89 4.99  0.000
H 2.46 3.09 4.72  0.000
H -1.79 2.92 0.98  0.000
H -1.84 3.77 3.57  0.001
H 0.52 3.38 4.42  0.001
O 0.16 -0.25 2.14  0.086
As 0.33 -1.83 2.71  0.006
C 0.04 -3.20 1.41  -0.001
C -1.20 -3.83 1.29  0.000
C -1.36 -4.85 0.37  0.000
C -0.29 -5.25 -0.42  0.000
C 0.94 -4.63 -0.28  0.000
C 1.11 -3.61 0.64  0.000
C 2.08 -2.17 3.40  -0.001
C 3.07 -1.21 3.24  -0.001
C 4.35 -1.48 3.71  0.000
C 4.63 -2.68 4.33  0.000
C 3.63 -3.64 4.49  0.000
C 2.36 -3.39 4.01  0.000
C -0.95 -2.00 4.11  0.005
C -2.29 -1.79 3.82  0.001
C -3.23 -1.81 4.84  0.000
C -2.82 -2.04 6.15  0.001
C -1.48 -2.22 6.44  0.000
C -0.54 -2.20 5.42  0.002
H -2.04 -3.53 1.90  0.000
H -2.32 -5.34 0.27  0.000
H -0.42 -6.05 -1.13  0.000
H 1.78 -4.95 -0.89  0.000
H 2.08 -3.14 0.74  0.000
H 2.86 -0.26 2.76  -0.001
H 5.12 -0.73 3.58  0.000
H 5.62 -2.88 4.70  0.000
H 3.85 -4.58 4.97  0.000
H 1.59 -4.15 4.11  0.000
H -2.63 -1.57 2.81  0.000
H -4.27 -1.65 4.61  0.000
H -3.56 -2.06 6.95  0.000
H -1.16 -2.38 7.46  0.000
H 0.51 -2.32 5.67  0.000

***

This record from the Open Molecules 2025 dataset describes 2 unconnected molecules or ions with the total composition C9H16NO. The level of theory is ωB97M-V/def2-TZVPD.

As for the energy above the lowest of the compared OMol25 structures with the same formula, charge and spin: 256.3 kJ/mol. Its expectation value of S² is 0.767. As for the charge: +2. The gap between HOMO and LUMO (alpha / beta) is 0.3763 / 0.2605 Ha. The multiplicity is 2. The calculation puts the molar mass at 154.2 u.

Each line ends with the Löwdin spin population.
Cartesian coordinates (Å):
C -2.11 1.07 1.06  0.057
C -0.87 -2.77 -0.26  0.186
C -0.74 -2.39 1.11  0.084
C -1.27 -1.83 -1.14  0.099
C -1.01 -1.09 1.43  0.046
C -1.44 -0.50 -0.83  0.054
C -1.52 -0.12 0.51  0.232
O -0.50 -3.97 -0.70  0.180
H -0.30 -3.11 1.80  0.002
H 0.28 -4.12 -0.12  0.003
H -1.04 -2.03 -2.33  -0.001
H -1.02 -0.79 2.52  -0.001
H -1.56 0.39 -1.55  0.002
H -3.25 0.94 1.15  0.029
H -1.78 1.82 0.43  0.008
H -1.84 1.55 2.15  0.006
C 1.84 1.53 -1.07  0.000
C 1.96 2.78 -0.15  0.000
N 1.62 0.29 -0.28  0.009
H 0.94 1.48 -1.76  0.000
H 2.78 1.51 -1.71  0.000
H 1.59 2.57 0.85  0.000
H 1.22 3.50 -0.65  0.000
H 1.68 -0.61 -0.80  0.000
H 2.56 0.29 0.31  0.000
H 0.77 0.42 0.29  0.005
H 3.00 3.17 -0.25  0.000

***

Number 1: E_tot -72785.0446 eV. Number 2: E_tot -9747.8175 eV. Number 3: E_tot -161189.1513 eV. Number 4: E_tot -13109.7297 eV.